(1)
Density functional theory data (ωB97M-V with the def2-TZVPD basis set) for a structure of composition C9H14N4 at a distorted geometry.

## Properties
Kohn-Sham gap   9.74 eV
Net charge   +2
E_HOMO   -0.6330 hartree
ΔE to the lowest compared entry with this formula, charge and spin   36.1 kJ/mol
DFT total energy   -15502.703 eV

Each line ends with the Mulliken charge.
Positions of all 27 atoms, in Å:
C  -3.43886  -0.69265  -0.50585  -0.2295
C  2.92038  -1.36834  1.11019  -0.2464
C  -3.15639  -1.45141  0.54386  -0.4368
C  2.74014  -1.82367  -0.13950  -0.6384
C  -1.36820  -0.13105  0.02405  0.1241
C  1.35704  -0.12183  0.13259  -0.5972
C  0.26152  2.06740  0.84620  -1.4823
C  0.31688  1.54715  -1.61878  -1.4237
C  0.31155  0.96574  -0.23771  1.6448
N  -2.34380  0.08115  -0.77152  0.1254
N  2.05402  -0.32630  1.29007  -0.0466
N  -1.82122  -1.11958  0.82939  -0.0128
N  1.79673  -1.05788  -0.71950  -0.0032
H  -4.28726  -0.64069  -1.21852  0.4044
H  3.55570  -1.69376  1.92681  0.4510
H  -3.78850  -2.06318  1.12617  0.4372
H  3.21195  -2.56937  -0.53397  0.5799
H  0.95391  2.92138  0.51810  0.4373
H  -0.81576  2.55423  0.98884  0.3189
H  0.58448  1.79282  1.82271  0.4591
H  0.05507  2.57676  -1.50885  0.4384
H  1.36394  1.41733  -2.01746  0.3893
H  -0.28598  1.10705  -2.44444  0.4210
H  -2.29654  0.78571  -1.41469  0.1291
H  1.87137  0.16432  2.21782  0.2924
H  -1.33479  -1.61528  1.47836  0.1261
H  1.58260  -1.30607  -1.72437  0.3385


(2)
Density functional theory data (ωB97M-V with the def2-TZVPD basis set) for a structure of composition C4H4S at a distorted geometry.

## Properties
Kohn-Sham gap (alpha / beta)   7.07 / 7.84 eV
Multiplicity   3
E_HOMO (alpha / beta)   -0.2268 / -0.3254 hartree
ΔE to the lowest compared entry with this formula, charge and spin   246.0 kJ/mol
DFT total energy   -15039.971 eV

Each line ends with the Mulliken charge.
Positions of all 9 atoms, in Å:
C  -0.49289  -0.53271  -0.83019  -0.2888
C  -0.97108  0.68771  -0.46490  -0.2515
C  1.49822  0.14508  0.76316  -0.4863
C  -0.83253  -0.22523  0.54595  -0.4118
S  1.84729  -0.47339  -0.67264  -0.2779
H  -0.80456  -1.07629  -1.64245  0.4391
H  -1.26986  1.65659  -0.56921  0.3770
H  2.08836  0.62008  1.44165  0.4762
H  -1.06295  -0.80185  1.42864  0.4240


(3)
Density functional theory data (ωB97M-V with the def2-TZVPD basis set) for a structure of composition C24H26N6O4PdS.

## Properties
Kohn-Sham gap   8.32 eV
E_HOMO   -0.2864 hartree
ΔE to the lowest compared entry with this formula, charge and spin   0.0 kJ/mol
DFT total energy   -56756.540 eV

Each line ends with the Mulliken charge.
Positions of all 62 atoms, in Å:
Pd  -2.01200  -0.43608  1.10094  -0.0413
C  2.78294  1.98462  -1.53782  -1.0027
O  2.45759  0.61184  -1.36827  -0.1792
C  3.43280  -0.21828  -0.92794  1.4467
C  4.78707  0.08762  -0.92234  -0.7922
C  5.70908  -0.86526  -0.50538  -0.7398
C  5.29447  -2.11658  -0.08285  -0.7098
C  3.93745  -2.40935  -0.05097  -0.5273
C  3.00570  -1.47345  -0.46561  -0.4242
N  1.61871  -1.77166  -0.43907  0.1669
C  0.69651  -0.95967  0.15099  0.1211
N  1.13840  -0.21878  1.18207  0.0500
C  0.47331  0.90699  1.71305  0.1152
C  -0.91157  1.02447  1.77156  0.5498
C  -1.44166  2.20255  2.30526  -0.4527
C  -0.61734  3.20526  2.78682  -0.9743
C  0.76495  3.06868  2.74809  -0.7742
C  1.30407  1.91741  2.20772  0.8891
O  2.65867  1.68945  2.07866  -0.1336
C  3.48502  2.17423  3.12656  -1.0173
N  -0.55903  -0.92727  -0.20094  -0.1874
C  -1.04127  -1.55833  -1.36953  0.0422
C  -0.40330  -1.48888  -2.60057  0.1385
C  -0.95800  -2.09324  -3.72245  -0.8127
C  -2.16794  -2.75372  -3.61932  -0.8319
C  -2.84103  -2.79758  -2.40329  -0.5305
C  -2.28664  -2.19370  -1.29086  0.2883
O  -2.89984  -2.15460  -0.06394  -0.2829
C  -4.26704  -2.55318  0.01379  -1.0770
H  1.84236  2.49033  -1.73654  0.2883
H  3.45922  2.12875  -2.38386  0.3283
H  3.22855  2.38746  -0.62649  0.3489
H  5.12803  1.05546  -1.26035  0.4261
H  6.76279  -0.61890  -0.51716  0.4039
H  6.01545  -2.85453  0.24022  0.3934
H  3.58230  -3.36528  0.31247  0.4858
H  1.26019  -2.47458  -1.06432  0.4366
H  2.12388  -0.26829  1.39182  0.3631
H  -2.51264  2.32252  2.36438  0.2837
H  -1.05212  4.10276  3.20847  0.3837
H  1.40707  3.85128  3.12669  0.2974
H  3.56826  3.26277  3.10285  0.3272
H  4.46985  1.74250  2.96421  0.2377
H  3.09773  1.86160  4.09808  0.3901
H  0.51933  -0.92724  -2.67998  0.4980
H  -0.44812  -2.02734  -4.67426  0.4190
H  -2.61097  -3.22382  -4.48710  0.3945
H  -3.80030  -3.28909  -2.33836  0.4365
H  -4.57866  -2.33660  1.03096  0.2641
H  -4.35921  -3.62089  -0.18766  0.3131
H  -4.86256  -1.97251  -0.69272  0.4011
S  -3.77017  -0.23486  2.77141  -0.4568
C  -2.80877  -1.52173  3.33272  0.5973
N  -2.09724  -2.37799  3.65343  -0.6594
N  -4.70180  1.81058  0.02745  -0.2581
C  -4.09598  1.57186  -1.16978  0.5818
N  -4.29248  2.54116  -2.13301  -0.5627
O  -3.44179  0.56617  -1.38470  -0.3889
H  -5.40616  2.51550  0.13915  0.1971
H  -4.60550  1.09276  0.72745  0.0480
H  -4.47162  3.48597  -1.83812  0.1985
H  -3.68902  2.44073  -2.93172  0.2659


(4)
Density functional theory data (ωB97M-V with the def2-TZVPD basis set) for an isolated molecule of C9H15FN2O4 at a distorted geometry.

## Properties
Kohn-Sham gap   10.23 eV
E_HOMO   -0.3571 hartree
DFT total energy   -23463.547 eV

Each line ends with the Mulliken charge.
Positions of all 31 atoms, in Å:
N  3.94526  0.04334  0.75352  -0.6466
C  3.32169  -1.14478  0.15826  -0.6627
C  1.97648  -1.58988  0.81243  -0.8335
C  0.94765  -0.42360  0.96416  -0.1093
C  0.64808  0.13415  -0.46188  -1.0332
C  -0.60808  1.01445  -0.48329  0.0414
O  -0.42953  1.76428  -1.73898  -0.4972
C  -1.67286  2.34063  -1.93883  0.4623
O  -1.91131  3.42731  -2.18357  -0.4356
O  -2.54731  1.28845  -1.77596  -0.4511
C  -1.96492  0.34132  -0.83626  0.9146
N  -1.99213  -0.91307  -1.56897  -0.7206
C  -3.06727  0.18683  0.27181  -1.1249
C  -2.59538  0.27893  1.72240  0.6529
O  -2.97008  -0.48272  2.49357  -0.4448
F  -1.77523  1.26003  2.16152  -0.2599
H  3.41207  0.87147  0.49318  0.3148
H  3.84637  -0.01365  1.76642  0.2652
H  4.03637  -1.97665  0.29294  0.3688
H  3.19685  -1.04446  -0.93065  0.3032
H  2.19349  -2.07946  1.77311  0.3878
H  1.50092  -2.29096  0.10094  0.3382
H  0.06601  -0.88026  1.44362  0.1918
H  1.35994  0.40855  1.55352  0.3450
H  1.49513  0.77760  -0.73953  0.2793
H  0.59764  -0.71155  -1.16096  0.3663
H  -0.61089  1.84271  0.24039  0.6794
H  -1.43030  -0.83798  -2.41699  0.3460
H  -1.57958  -1.64728  -0.99176  0.2287
H  -3.48915  -0.81794  0.15792  0.3588
H  -3.89993  0.87421  0.06792  0.3750